ORCA calculation (wB97M-V/def2-TZVPD) on a cluster of 2 separate species, CH3IOS2 in total.

Molecular weight   222.072 g/mol
HOMO energy (spin up / spin down)   -9.20 / -8.77 eV
HOMO-LUMO gap (spin up / spin down)   7.3670 / 7.0569 eV
Energy relative to the best compared isomer or geometry (same formula, charge and spin)   54.3 kcal per mole
LUMO energy (spin up / spin down)   -1.83 / -1.71 eV

```
! RIJCOSX wB97M-V def2-TZVPD def2/J DEFGRID3
* xyz 0 1
C -0.16 -0.17 0.31
O -0.68 2.69 -0.23
S -0.13 0.12 2.07
S -1.34 3.48 0.78
I -3.69 2.66 0.75
H -0.84 -0.89 0.07
H 0.82 -0.15 -0.05
H -0.40 0.77 -0.27
*
```


ORCA calculation (wB97M-V/def2-TZVPD) on a structure of composition C4H10GaINO2.

Molecular weight   300.756 g/mol
HOMO energy   -4.97 eV
HOMO-LUMO gap   7.6826 eV
LUMO energy   2.72 eV

```
! RIJCOSX wB97M-V def2-TZVPD def2/J DEFGRID3
* xyz -1 1
O -4.12 -0.79 -1.45
N -3.42 -0.22 -2.21
O -2.09 -0.62 -2.10
C -1.24 0.56 -2.06
Ga 0.59 0.16 -1.23
C 0.28 -0.82 0.53
C 1.45 -0.71 1.51
C 1.54 0.64 2.18
I -0.04 0.98 3.61
H -1.12 0.97 -3.08
H -1.73 1.32 -1.44
H 1.52 -0.67 -2.25
H 1.25 1.61 -0.93
H 0.05 -1.87 0.34
H -0.60 -0.39 1.00
H 2.42 -0.87 1.01
H 1.35 -1.46 2.31
H 2.44 0.73 2.79
H 1.47 1.46 1.47
*
```


ORCA calculation (wB97M-V/def2-TZVPD) on a structure of composition C29H50B2BrN6O6SiV.

Molecular weight   759.313 g/mol
HOMO energy (spin up / spin down)   -4.01 / -5.47 eV
HOMO-LUMO gap (spin up / spin down)   6.3967 / 7.8577 eV
Expectation value of S²   3.78
LUMO energy (spin up / spin down)   2.38 / 2.38 eV

```
! RIJCOSX wB97M-V def2-TZVPD def2/J DEFGRID3
* xyz -1 4
V -0.58 -0.34 2.42
O -2.52 1.48 7.59
C -1.80 2.45 7.05
O -1.66 3.53 7.58
C -1.21 2.18 5.71
C -0.44 3.08 5.01
N -0.09 2.49 3.85
N -0.59 1.27 3.77
C -1.26 1.04 4.88
C -1.91 -0.31 4.97
O -2.49 -0.62 6.01
O -1.78 -1.01 3.91
H -2.62 0.69 6.98
H -0.14 4.09 5.26
H 0.40 2.84 3.04
B 1.37 -3.27 2.25
N 0.01 -3.24 1.46
C -0.45 -4.22 0.69
C -1.58 -3.78 0.02
C -1.74 -2.47 0.46
N -0.77 -2.16 1.32
N 1.25 -2.50 3.59
C 1.51 -2.99 4.80
C 1.63 -1.94 5.70
C 1.42 -0.81 4.92
N 1.19 -1.14 3.65
H 2.23 -2.75 1.59
H 1.60 -4.43 2.51
H 0.07 -5.17 0.66
H -2.19 -4.33 -0.68
H -2.50 -1.74 0.23
H 1.61 -4.05 4.93
H 1.83 -1.99 6.76
H 1.42 0.22 5.22
C -5.13 1.44 -0.31
C -3.63 1.59 -0.19
C -2.97 1.52 -1.56
O -3.13 0.47 0.57
B -2.08 0.89 1.38
O -2.06 2.29 1.41
C -3.16 2.82 0.66
C -2.64 3.99 -0.17
C -4.20 3.30 1.66
H -5.36 0.55 -0.91
H -5.58 2.30 -0.82
H -5.61 1.32 0.66
H -3.23 0.56 -2.02
H -1.89 1.56 -1.47
H -3.31 2.32 -2.22
H -1.76 3.70 -0.74
H -2.36 4.80 0.50
H -3.41 4.36 -0.85
H -4.55 2.47 2.28
H -5.06 3.76 1.17
H -3.74 4.04 2.31
C 2.96 1.35 -4.68
C 2.17 1.34 -3.38
C 2.88 2.24 -2.36
C 0.80 1.99 -3.63
Si 1.91 -0.44 -2.64
Br 0.94 0.75 0.72
C 3.56 -1.43 -2.51
C 4.68 -0.51 -2.00
C 3.41 -2.54 -1.46
C 4.02 -2.05 -3.84
C 0.52 -1.43 -3.56
C 0.60 -1.36 -5.09
C -0.86 -0.91 -3.09
C 0.56 -2.91 -3.15
H 3.06 2.38 -5.05
H 2.49 0.76 -5.47
H 3.98 0.96 -4.55
H 2.82 3.28 -2.71
H 3.94 2.00 -2.25
H 2.42 2.20 -1.37
H 0.95 3.03 -3.93
H 0.18 1.99 -2.73
H 0.24 1.50 -4.43
H 4.40 0.02 -1.09
H 4.97 0.23 -2.75
H 5.57 -1.11 -1.78
H 3.04 -2.16 -0.51
H 4.39 -3.00 -1.27
H 2.74 -3.34 -1.79
H 4.20 -1.29 -4.60
H 3.30 -2.76 -4.24
H 4.97 -2.59 -3.69
H 0.46 -0.35 -5.47
H -0.20 -1.98 -5.53
H 1.55 -1.74 -5.47
H -1.04 0.12 -3.39
H -0.95 -0.97 -2.01
H -1.65 -1.53 -3.54
H 1.45 -3.42 -3.52
H -0.31 -3.42 -3.58
H 0.51 -3.04 -2.07
*
```


ORCA calculation (wB97M-V/def2-TZVPD) on a cluster of 11 separate species, BH24O10 in total.

Molecular weight   194.994 g/mol
HOMO energy   -7.74 eV
HOMO-LUMO gap   10.6638 eV
Energy relative to the best compared isomer or geometry (same formula, charge and spin)   44.6 kcal per mole
LUMO energy   2.93 eV

```
! RIJCOSX wB97M-V def2-TZVPD def2/J DEFGRID3
* xyz -1 1
B 6.93 22.13 -8.57
H 5.96 22.10 -9.03
H 6.85 22.36 -7.52
H 7.41 21.16 -8.69
H 7.52 22.89 -9.06
O 7.78 21.13 -11.32
H 8.08 20.29 -10.99
H 7.31 21.52 -10.58
O 7.61 21.08 -4.22
H 8.51 20.84 -4.43
H 7.12 20.90 -5.03
O 9.76 23.50 -10.14
H 9.02 23.04 -9.73
H 9.72 23.24 -11.06
O 5.92 25.90 -7.59
H 6.41 26.61 -7.17
H 6.48 25.13 -7.51
O 6.30 20.01 -6.86
H 6.47 20.92 -7.13
H 5.56 19.74 -7.40
O 3.95 22.64 -7.80
H 3.61 23.53 -7.88
H 4.78 22.66 -8.28
O 5.48 19.81 -9.74
H 5.75 20.66 -9.40
H 4.77 20.02 -10.36
O 6.24 24.08 -11.23
H 6.91 24.76 -11.18
H 6.27 23.64 -10.37
O 9.98 21.52 -7.51
H 10.02 20.81 -6.87
H 9.07 21.51 -7.82
O 8.05 24.49 -6.84
H 8.11 24.29 -5.91
H 7.65 23.71 -7.22
*
```


ORCA calculation (wB97M-V/def2-TZVPD) on a cluster of 7 separate species, C11H33O11P in total.

Molecular weight   372.348 g/mol
SMILES   C#CCO[P@](=O)(O)OCOC.CO.CO.CO.CO.CO.CO
HOMO energy   -9.79 eV
HOMO-LUMO gap   10.1614 eV
LUMO energy   0.38 eV

```
! RIJCOSX wB97M-V def2-TZVPD def2/J DEFGRID3
* xyz 0 1
C -0.93 3.33 -0.45
C -0.50 2.72 -1.39
C -0.11 1.77 -2.44
O 0.09 0.49 -1.81
P 1.37 0.21 -0.91
O 1.96 -1.10 -1.13
O 0.81 0.37 0.58
O 2.29 1.46 -1.21
C 2.94 2.29 -0.23
O 4.28 1.96 -0.07
C 4.70 0.67 -0.49
H -1.26 3.83 0.42
H -0.92 1.64 -3.15
H 0.78 2.08 -2.98
H 0.53 1.28 0.76
H 2.43 2.24 0.73
H 2.88 3.30 -0.60
H 4.56 0.53 -1.56
H 5.76 0.61 -0.26
H 4.20 -0.12 0.09
C 4.09 5.64 1.44
O 2.92 5.21 0.75
H 4.27 4.92 2.23
H 4.96 5.67 0.78
H 3.94 6.63 1.89
H 2.74 5.84 0.05
C -3.09 -1.88 -2.29
O -2.41 -0.69 -2.68
H -4.02 -1.93 -2.85
H -2.49 -2.77 -2.51
H -3.32 -1.87 -1.22
H -1.59 -0.64 -2.19
C -3.79 -4.28 0.47
O -2.77 -4.72 -0.42
H -4.73 -4.27 -0.08
H -3.90 -4.94 1.33
H -3.59 -3.26 0.83
H -1.94 -4.72 0.07
C -7.52 -3.35 1.45
O -6.20 -3.44 1.97
H -7.68 -4.23 0.83
H -8.27 -3.33 2.24
H -7.64 -2.46 0.82
H -6.04 -2.67 2.52
C 6.89 -2.62 -0.55
O 6.19 -1.98 0.51
H 7.80 -2.05 -0.72
H 7.16 -3.64 -0.29
H 6.30 -2.63 -1.47
H 5.37 -2.47 0.67
C -3.26 1.27 2.20
O -1.93 1.65 1.85
H -3.77 2.18 2.54
H -3.80 0.86 1.34
H -3.27 0.54 3.01
H -1.48 0.85 1.55
*
```


ORCA calculation (wB97M-V/def2-TZVPD) on the ion CH3F3P with charge +1.

Molecular weight   103.003 g/mol
HOMO energy   -19.78 eV
HOMO-LUMO gap   14.7871 eV
Energy relative to the best compared isomer or geometry (same formula, charge and spin)   7.2 kcal per mole
LUMO energy   -4.99 eV

```
! RIJCOSX wB97M-V def2-TZVPD def2/J DEFGRID3
* xyz 1 1
C 0.42 -0.26 -1.03
F -0.74 -0.94 1.61
F -1.51 1.23 0.78
F 0.64 0.79 1.80
P -0.31 0.29 0.76
H 1.39 0.13 -1.03
H -0.14 0.07 -2.01
H 0.25 -1.32 -0.89
*
```


ORCA calculation (wB97M-V/def2-TZVPD) on a cluster of 2 separate species, C34H29BrNO3S in total.

Molecular weight   611.581 g/mol
HOMO energy   -3.03 eV
HOMO-LUMO gap   4.1661 eV
LUMO energy   1.14 eV

```
! RIJCOSX wB97M-V def2-TZVPD def2/J DEFGRID3
* xyz -1 1
C -6.99 0.13 -1.87
N -5.96 0.82 -1.08
C -6.47 1.98 -0.33
C -4.59 0.45 -1.11
C -3.71 1.01 -2.06
C -2.39 0.67 -2.07
C -1.86 -0.26 -1.14
C -0.46 -0.56 -1.07
C 0.56 0.38 -1.22
C 1.93 -0.01 -1.22
C 2.94 0.90 -1.21
C 4.34 0.45 -1.20
C 4.76 -0.54 -2.09
C 6.07 -0.96 -2.08
C 6.98 -0.42 -1.19
C 6.56 0.55 -0.31
C 5.26 1.00 -0.32
C 2.65 2.33 -1.18
O 3.54 3.17 -1.13
C 1.25 2.73 -1.22
C 0.87 4.15 -1.23
C -0.09 4.61 -2.13
C -0.46 5.93 -2.15
C 0.10 6.83 -1.27
C 1.05 6.39 -0.37
C 1.45 5.07 -0.35
C 0.28 1.78 -1.24
C -2.76 -0.87 -0.23
C -4.07 -0.49 -0.20
H -6.54 -0.69 -2.43
H -7.76 -0.27 -1.22
H -7.44 0.82 -2.58
H -5.66 2.48 0.21
H -6.92 2.70 -1.01
H -7.22 1.66 0.40
H -4.10 1.70 -2.78
H -1.73 1.11 -2.81
H -0.17 -1.54 -0.74
H 2.17 -1.06 -1.19
H 4.06 -0.96 -2.79
H 6.39 -1.72 -2.78
H 8.00 -0.76 -1.19
H 7.26 0.97 0.40
H 4.94 1.78 0.35
H -0.52 3.91 -2.83
H -1.19 6.27 -2.87
H -0.20 7.86 -1.28
H 1.49 7.09 0.33
H 2.21 4.74 0.33
H -0.75 2.10 -1.19
H -2.38 -1.60 0.46
H -4.74 -0.91 0.54
Br 1.89 -2.58 1.57
C 0.56 -2.16 2.83
S -0.75 -3.34 3.10
C 0.18 -4.80 3.59
C 0.59 -5.71 2.63
C 1.29 -6.84 3.01
C 1.58 -7.06 4.34
C 1.16 -6.15 5.30
C 0.47 -5.02 4.92
O -1.50 -2.90 4.33
O -1.39 -3.58 1.75
H 0.37 -1.14 3.06
H 0.34 -5.53 1.60
H 1.61 -7.54 2.26
H 2.11 -7.94 4.64
H 1.39 -6.32 6.34
H 0.12 -4.32 5.66
*
```


ORCA calculation (wB97M-V/def2-TZVPD) on a structure of composition C21H27N5O2.

Molecular weight   381.480 g/mol
HOMO energy   -8.38 eV
HOMO-LUMO gap   8.9976 eV
Energy relative to the best compared isomer or geometry (same formula, charge and spin)   512.8 kcal per mole
LUMO energy   0.62 eV

```
! RIJCOSX wB97M-V def2-TZVPD def2/J DEFGRID3
* xyz 0 1
C 2.95 3.05 -0.48
C 1.96 2.17 -1.10
C 0.56 2.23 -1.52
C 0.38 1.00 -2.09
N 1.51 0.34 -2.11
N 2.55 0.83 -1.48
C 3.92 0.18 -1.21
H 4.07 0.56 -0.42
H 4.41 0.58 -2.17
H 3.61 -0.79 -1.32
C -1.00 0.31 -2.76
N -1.01 -1.02 -2.86
C -1.89 -1.43 -2.11
O -3.01 -1.13 -1.61
C -1.89 -3.06 -2.12
H -2.46 -3.63 -2.71
H -2.13 -3.35 -0.95
C -0.40 -3.80 -2.21
C 0.38 -3.18 -1.35
N 1.83 -3.24 -1.51
N 2.36 -2.50 -0.57
C 1.44 -2.49 0.36
O 0.14 -2.79 -0.13
C 1.52 -1.72 1.71
H 2.31 -1.33 1.65
H 0.97 -2.15 2.47
C 0.79 -0.13 1.56
H -0.53 -0.56 1.27
H 1.17 0.24 0.72
C 0.76 0.59 2.86
H 0.21 0.00 3.57
H 1.77 0.90 2.91
C -0.09 1.88 2.64
C -1.41 1.72 2.40
C -2.28 1.48 3.49
C -3.85 1.00 3.33
C -4.27 1.09 1.92
C -3.29 0.99 1.13
C -2.05 1.45 1.12
H -1.39 1.45 0.24
H -3.69 1.01 0.12
H -5.12 0.46 1.96
H -4.23 0.96 4.14
H -1.81 1.61 4.51
H 0.09 2.48 3.37
H 0.31 2.57 1.85
H -0.10 -3.55 -3.18
H -0.52 -4.71 -1.93
H -0.22 -1.41 -3.02
H -0.95 0.71 -3.79
H -1.81 0.86 -2.15
H 0.02 3.07 -1.54
H 3.66 3.33 -1.14
H 3.32 2.77 0.55
H 2.47 4.06 -0.29
*
```


Calculated max |F|, 3.69 0.57 0.46 3.95 0.78 3.86 4.15 16.77 eV/A (same order as the records).